{"formula": "C64H177N11O25", "method": "the ωB97M-V functional and the def2-TZVPD basis", "elements": ["C", "O", "C", "C", "N", "C", "C", "O", "C", "H", "H", "H", "H", "H", "H", "H", "H", "H", "H", "H", "H", "H", "H", "H", "C", "O", "C", "C", "N", "C", "C", "O", "C", "H", "H", "H", "H", "H", "H", "H", "H", "H", "H", "H", "H", "H", "H", "H", "C", "O", "C", "C", "N", "C", "C", "O", "C", "H", "H", "H", "H", "H", "H", "H", "H", "H", "H", "H", "H", "H", "H", "H", "C", "O", "C", "C", "N", "C", "C", "O", "C", "H", "H", "H", "H", "H", "H", "H", "H", "H", "H", "H", "H", "H", "H", "H", "C", "O", "C", "C", "N", "C", "C", "O", "C", "H", "H", "H", "H", "H", "H", "H", "H", "H", "H", "H", "H", "H", "H", "H", "C", "O", "C", "C", "N", "C", "C", "O", "C", "H", "H", "H", "H", "H", "H", "H", "H", "H", "H", "H", "H", "H", "H", "H", "C", "C", "C", "O", "C", "N", "H", "H", "H", "H", "H", "H", "H", "H", "H", "H", "H", "C", "C", "C", "O", "C", "N", "H", "H", "H", "H", "H", "H", "H", "H", "H", "H", "H", "C", "C", "C", "O", "C", "N", "H", "H", "H", "H", "H", "H", "H", "H", "H", "H", "H", "C", "C", "C", "O", "C", "N", "H", "H", "H", "H", "H", "H", "H", "H", "H", "H", "H", "C", "C", "C", "O", "C", "N", "H", "H", "H", "H", "H", "H", "H", "H", "H", "H", "H", "C", "O", "H", "H", "H", "H", "C", "O", "H", "H", "H", "H", "C", "O", "H", "H", "H", "H", "C", "O", "H", "H", "H", "H", "C", "O", "H", "H", "H", "H", "C", "O", "H", "H", "H", "H", "C", "O", "H", "H", "H", "H", "C", "O", "H", "H", "H", "H"], "coordinates": [[2.81980, 0.72952, -5.23973], [4.00553, 0.50432, -6.02870], [5.14577, 0.18387, -5.23518], [6.10572, 1.35582, -5.15347], [7.13732, 1.16171, -4.16601], [7.87610, 2.38551, -4.12547], [9.18508, 2.32204, -3.35934], [9.96378, 1.14053, -3.63062], [11.15467, 1.01337, -2.96670], [1.98198, 1.04428, -5.86189], [3.00587, 1.43963, -4.43398], [2.53262, -0.23732, -4.82639], [5.66496, -0.58245, -5.81078], [4.83493, -0.13553, -4.24046], [5.51268, 2.24925, -4.95808], [6.54641, 1.54867, -6.13158], [7.81768, 0.46991, -4.44640], [7.32168, 3.26551, -3.79940], [8.17265, 2.65567, -5.13896], [8.93129, 2.38588, -2.30122], [9.67744, 3.26125, -3.61149], [11.05902, 0.98267, -1.88133], [11.78630, 1.86385, -3.22325], [11.60124, 0.06355, -3.26082], [3.43389, 5.95213, -2.83655], [3.62620, 4.70698, -2.11314], [5.03217, 4.40956, -1.98738], [5.14241, 3.09254, -1.26310], [4.70959, 3.26658, 0.10856], [4.47097, 1.99724, 0.77983], [4.08811, 2.36620, 2.22581], [2.67789, 2.67446, 2.33844], [1.77903, 1.62804, 2.51093], [4.18277, 6.12533, -3.60939], [3.38215, 6.67217, -2.01988], [2.48494, 6.08262, -3.35671], [5.51576, 5.18939, -1.39906], [5.66510, 4.41889, -2.87474], [6.19443, 2.81097, -1.30868], [4.56037, 2.27096, -1.68064], [3.85381, 3.79913, 0.04430], [5.37943, 1.39559, 0.80844], [3.69610, 1.32290, 0.41521], [4.69442, 3.18219, 2.61904], [4.21227, 1.47138, 2.83571], [0.86312, 2.16406, 2.26215], [1.81207, 1.00665, 3.40585], [1.94772, 0.95603, 1.66947], [1.68512, 9.40250, -0.74735], [1.59029, 7.97935, -0.80870], [0.56925, 7.53278, 0.06960], [0.53760, 6.00131, -0.14796], [-0.02706, 5.62339, -1.44791], [0.00947, 4.19716, -1.71869], [-0.71349, 3.78996, -2.99155], [-0.24618, 4.32328, -4.19206], [0.82091, 3.56281, -4.78755], [0.83995, 9.84500, -1.27457], [2.65354, 9.74598, -1.11107], [1.56750, 9.78639, 0.26600], [-0.40149, 7.97098, -0.16226], [0.72305, 7.56934, 1.14807], [0.17252, 5.39473, 0.68082], [1.59881, 5.75299, -0.13112], [0.43044, 6.15450, -2.17504], [-0.39161, 3.72568, -0.82151], [1.04333, 3.89144, -1.87924], [-1.76944, 4.05740, -2.95225], [-0.77978, 2.70198, -2.99043], [0.43471, 2.64709, -5.23521], [1.63985, 3.33818, -4.10419], [1.29179, 4.16069, -5.56788], [1.57833, 2.51032, -8.60966], [0.44855, 2.37566, -7.77287], [-0.69720, 1.90035, -8.48329], [-1.77948, 1.74643, -7.38113], [-1.35503, 0.51358, -6.68486], [-1.85922, 0.45507, -5.35241], [-1.39283, -0.89984, -4.65907], [-0.04251, -0.88529, -4.23758], [0.41769, -2.06726, -3.66992], [1.77634, 1.58923, -9.15782], [2.48340, 2.84683, -8.10397], [1.38612, 3.34824, -9.27977], [-0.52601, 1.00639, -9.08298], [-0.99220, 2.66484, -9.20206], [-2.74196, 1.59203, -7.86889], [-1.78557, 2.64374, -6.76235], [-0.34711, 0.50000, -6.62153], [-2.94583, 0.45909, -5.26661], [-1.57123, 1.33496, -4.77712], [-1.50380, -1.78997, -5.27830], [-1.98460, -0.88091, -3.74389], [1.44885, -2.05121, -3.31698], [0.33966, -2.96960, -4.27638], [-0.09953, -2.32859, -2.74672], [-3.32924, -2.59690, -2.01673], [-2.56813, -2.68575, -0.83655], [-2.30435, -4.03692, -0.50334], [-1.57538, -4.06794, 0.83669], [-0.15568, -3.59607, 0.72309], [0.70514, -4.61755, 0.10299], [2.21636, -4.25235, -0.12279], [2.28608, -3.08471, -0.90867], [3.60465, -2.58580, -1.17861], [-3.37519, -1.51334, -2.12574], [-4.34723, -2.97066, -1.90666], [-2.85216, -3.02342, -2.89910], [-1.65210, -4.52604, -1.22683], [-3.25856, -4.55110, -0.38846], [-1.71758, -5.09011, 1.18747], [-2.21672, -3.57579, 1.56782], [-0.11697, -2.79929, 0.10363], [0.30886, -5.05394, -0.81387], [0.64432, -5.50173, 0.73751], [2.74879, -5.09491, -0.56406], [2.70702, -4.06180, 0.83169], [4.08577, -3.31574, -1.82961], [4.22271, -2.57569, -0.28083], [3.44951, -1.57574, -1.55783], [1.45093, -8.30716, 0.59247], [0.08387, -7.91530, 0.29814], [-0.73207, -9.02293, -0.10597], [-2.27022, -8.62203, -0.27661], [-2.76530, -8.35433, 1.08616], [-4.10228, -7.76039, 1.22238], [-4.36708, -7.19058, 2.63896], [-3.43535, -6.11153, 2.82783], [-3.61217, -5.35528, 3.98850], [1.86926, -7.48764, 1.17683], [1.89410, -8.45006, -0.39306], [1.63163, -9.27338, 1.06351], [-0.72641, -9.88162, 0.56538], [-0.35962, -9.32838, -1.08376], [-2.84028, -9.37139, -0.82580], [-2.38128, -7.72797, -0.89014], [-2.07060, -7.88359, 1.64820], [-4.87681, -8.47163, 0.93542], [-4.18993, -6.95589, 0.49217], [-4.10064, -7.88487, 3.43587], [-5.38788, -6.82325, 2.74445], [-4.60229, -4.90335, 4.04782], [-2.89557, -4.53766, 4.06655], [-3.45860, -5.95065, 4.88853], [-2.20370, 3.78217, 2.80398], [-3.74036, 3.55184, 2.78705], [-4.36310, 3.58309, 4.25894], [-3.87975, 2.49794, 5.01104], [-4.19294, 2.50242, 6.33512], [-4.34031, 4.57839, 1.92186], [-1.82030, 3.45594, 1.83719], [-1.68102, 3.33276, 3.64834], [-1.93015, 4.83012, 2.92668], [-3.92087, 2.62405, 2.24417], [-5.45070, 3.62163, 4.19778], [-4.07222, 4.57606, 4.60171], [-4.33439, 3.42914, 6.89124], [-3.42885, 1.87588, 6.79525], [-5.09714, 1.90449, 6.44913], [-4.10020, 5.44725, 2.37743], [-3.79136, 4.68277, 1.08052], [-1.48664, -0.35430, 1.65070], [-1.80812, 0.37289, 0.33539], [-0.80315, 0.14301, -0.82882], [0.34917, 0.98563, -0.49470], [1.38410, 0.79150, -1.48826], [-3.16697, -0.04482, -0.02509], [-1.58826, -1.43854, 1.69756], [-2.10880, 0.03482, 2.45668], [-0.45724, -0.21827, 1.98225], [-1.83907, 1.42335, 0.62467], [-1.15564, 0.43089, -1.81926], [-0.51382, -0.89525, -0.99128], [1.04216, 0.96363, -2.50883], [1.65468, -0.26104, -1.40441], [2.19733, 1.49835, -1.32356], [-2.91656, -0.98514, -0.29565], [-3.76003, -0.16698, 0.78328], [-6.03917, -4.19910, 1.17359], [-7.38977, -3.63917, 1.81233], [-7.63945, -4.09557, 3.24255], [-7.83714, -5.50613, 3.41563], [-7.81739, -5.92873, 4.79034], [-7.48966, -2.19401, 1.68492], [-5.84886, -3.68457, 0.23171], [-6.18174, -5.23759, 0.87473], [-5.18342, -4.19712, 1.84871], [-8.17670, -3.91420, 1.11005], [-8.59164, -3.67269, 3.56286], [-7.00046, -3.57441, 3.95542], [-6.80417, -6.24785, 5.03457], [-8.42379, -6.83294, 4.84299], [-8.14626, -5.20174, 5.53292], [-7.36637, -1.91912, 0.72090], [-8.47402, -1.97352, 1.73499], [-2.06352, -0.35147, 5.40441], [-1.05918, -0.75307, 6.39519], [0.42119, -0.63236, 5.75828], [1.49504, -0.67783, 6.71144], [1.87014, -1.97795, 7.08205], [-1.28284, 0.11652, 7.50518], [-2.09262, -1.08971, 4.60300], [-1.92518, 0.63366, 4.95889], [-3.08490, -0.39462, 5.78259], [-1.16989, -1.80019, 6.67697], [0.47934, 0.34849, 5.28643], [0.60763, -1.36084, 4.96919], [2.62186, -1.87951, 7.86519], [2.36790, -2.54741, 6.29716], [1.07274, -2.64459, 7.41045], [-0.92176, 1.02313, 7.24484], [-0.60785, -0.19367, 8.18948], [7.91899, -2.66761, -1.19666], [7.04676, -1.43468, -1.46952], [7.80220, -0.09334, -1.20128], [8.01481, 0.12640, 0.16576], [8.66815, 1.31037, 0.43083], [6.72001, -1.54843, -2.92473], [7.45722, -3.60376, -1.51049], [8.07371, -2.78351, -0.12394], [8.88779, -2.61424, -1.69335], [6.11044, -1.47783, -0.91316], [7.06122, 0.64273, -1.51312], [8.67907, -0.05862, -1.84781], [9.68649, 1.07927, 0.11829], [8.59918, 1.49650, 1.50260], [8.27666, 2.15742, -0.13251], [6.42112, -0.64418, -3.26104], [7.59335, -1.65873, -3.41991], [0.59148, -4.67441, 3.90564], [0.92554, -3.48833, 3.19445], [0.89880, -5.59726, 3.41370], [1.10037, -4.66426, 4.86950], [-0.46457, -4.75030, 4.16465], [0.56221, -3.49541, 2.30589], [-0.66299, 3.44421, 6.05327], [0.43283, 3.34286, 6.92463], [-0.52007, 2.60746, 5.36952], [-1.69459, 3.44022, 6.40524], [-0.46853, 4.33195, 5.45144], [1.19263, 3.36723, 6.33837], [-4.46171, 2.74339, -1.87123], [-3.98324, 1.42730, -2.21123], [-3.78528, 3.30759, -1.22919], [-4.58127, 3.31664, -2.79057], [-5.44446, 2.66916, -1.40563], [-3.88330, 0.89298, -1.41995], [-5.45406, -0.30952, 3.42393], [-5.28683, -0.60314, 2.04447], [-6.48397, -0.39226, 3.77114], [-4.98950, -1.08477, 4.03325], [-4.98258, 0.59004, 3.81966], [-5.95947, -1.21932, 1.74532], [-6.92749, 2.17700, 1.61727], [-7.16365, 3.57083, 1.60829], [-5.88805, 1.88281, 1.47197], [-7.28429, 1.83177, 2.58764], [-7.53805, 1.70928, 0.84491], [-6.29105, 3.92300, 1.79841], [3.48904, -1.64522, 2.70400], [3.22533, -2.49966, 3.78697], [4.14452, -0.81211, 2.95771], [3.92824, -2.19618, 1.87234], [2.49051, -1.37928, 2.35714], [2.34006, -2.83664, 3.63093], [-3.47572, 6.42576, -0.55945], [-2.68248, 5.24977, -0.24596], [-2.87524, 7.22831, -0.98775], [-4.20674, 6.16916, -1.32617], [-4.01916, 6.69515, 0.34621], [-1.82833, 5.39788, -0.65836], [-6.42175, -0.27155, -1.36060], [-7.28744, -1.34714, -1.03734], [-5.97562, 0.22665, -0.49986], [-5.65372, -0.59369, -2.06377], [-7.01821, 0.43195, -1.94148], [-7.73315, -1.60177, -1.84858]], "lowdin_charge": [-0.069, -0.188, -0.216, -0.209, -0.058, -0.229, -0.186, -0.194, -0.135, 0.069, 0.078, 0.078, 0.129, 0.104, 0.123, 0.122, 0.112, 0.108, 0.115, 0.095, 0.126, 0.074, 0.092, 0.097, -0.073, -0.203, -0.214, -0.222, -0.039, -0.194, -0.168, -0.205, -0.126, 0.087, 0.077, 0.077, 0.127, 0.097, 0.096, 0.111, 0.103, 0.115, 0.097, 0.122, 0.096, 0.092, 0.080, 0.059, -0.096, -0.196, -0.213, -0.185, -0.059, -0.187, -0.228, -0.159, -0.083, 0.086, 0.089, 0.082, 0.116, 0.124, 0.118, 0.109, 0.106, 0.119, 0.104, 0.120, 0.104, 0.060, 0.068, 0.092, -0.106, -0.234, -0.207, -0.168, -0.064, -0.192, -0.167, -0.206, -0.131, 0.092, 0.085, 0.084, 0.122, 0.114, 0.116, 0.117, 0.090, 0.120, 0.099, 0.125, 0.086, 0.072, 0.093, 0.068, -0.097, -0.225, -0.196, -0.153, -0.029, -0.166, -0.185, -0.216, -0.083, 0.066, 0.090, 0.092, 0.117, 0.116, 0.107, 0.111, 0.092, 0.108, 0.089, 0.121, 0.110, 0.093, 0.061, 0.077, -0.079, -0.227, -0.197, -0.171, -0.072, -0.188, -0.169, -0.231, -0.121, 0.079, 0.085, 0.084, 0.117, 0.111, 0.111, 0.098, 0.095, 0.116, 0.094, 0.124, 0.104, 0.071, 0.076, 0.090, -0.043, -0.360, -0.160, -0.208, -0.151, 0.047, 0.058, 0.042, 0.079, 0.114, 0.121, 0.123, 0.099, 0.069, 0.091, 0.076, 0.022, -0.029, -0.341, -0.126, -0.198, -0.074, 0.064, 0.059, 0.065, 0.069, 0.119, 0.109, 0.097, 0.070, 0.070, 0.073, 0.035, 0.051, -0.011, -0.368, -0.201, -0.189, -0.094, 0.032, 0.061, 0.068, 0.062, 0.135, 0.118, 0.121, 0.070, 0.086, 0.088, 0.032, 0.099, -0.098, -0.440, -0.142, -0.179, -0.125, 0.063, 0.073, 0.071, 0.080, 0.133, 0.097, 0.108, 0.090, 0.068, 0.081, 0.055, 0.074, -0.064, -0.371, -0.206, -0.179, -0.120, 0.047, 0.071, 0.075, 0.077, 0.111, 0.098, 0.113, 0.082, 0.098, 0.072, 0.001, 0.062, -0.104, -0.147, 0.077, 0.081, 0.065, 0.014, -0.174, -0.107, 0.054, 0.074, 0.081, 0.082, -0.130, -0.174, 0.053, 0.076, 0.067, -0.023, -0.150, -0.159, 0.074, 0.061, 0.065, 0.008, -0.176, -0.132, 0.055, 0.073, 0.073, 0.004, -0.150, -0.135, 0.073, 0.052, 0.075, -0.017, -0.098, -0.184, 0.077, 0.078, 0.070, 0.014, -0.134, -0.136, 0.062, 0.065, 0.090, 0.092], "e_lumo_ev": 0.47, "e_tot_ev": -136800.2046, "e_homo_ev": -8.671, "fmax_ev_per_a": 2.87}